1.
The following is a DFT calculation (ωB97M-V/def2-TZVPD) of a structure of composition C57H62N15O3PSbSe4Sr at a distorted geometry.

Last column: Mulliken charge in e.
Cartesian coordinates (Å):
Sr -0.14912 0.32301 0.02399  2.42
Se 0.99155 -2.19508 -5.73186  -0.72
Sb -0.56956 -0.59722 -4.82123  0.15
Se -2.63807 -1.70230 -3.92217  -0.86
Se 0.51540 0.41026 -2.75752  -0.80
Se -1.21509 1.34364 -6.19740  -0.77
N -2.86535 0.89983 -3.41831  1.39
C -4.22586 1.38167 -3.10034  0.17
C -4.19047 2.85780 -2.74169  -1.57
C -3.47806 3.12653 -1.41749  0.19
N -2.03559 2.90012 -1.56682  -0.07
C -4.05161 2.23025 -0.31179  0.37
C -4.16222 0.73222 -0.61609  -0.43
N -2.88439 -0.01892 -0.55634  0.72
C -4.83452 0.54140 -1.98042  -1.64
H -2.48188 1.24792 -4.32942  0.04
H -2.83854 -0.15327 -3.52765  0.12
H -2.17857 1.17804 -2.69910  -0.55
H -4.81819 1.23445 -4.00554  0.29
H -5.22352 3.20615 -2.64720  0.49
H -3.73243 3.43096 -3.55342  0.46
H -3.69204 4.16673 -1.14026  0.48
H -1.54383 3.17629 -0.72563  -0.48
H -1.64517 3.45630 -2.32065  0.29
H -5.06602 2.58156 -0.09519  0.58
H -3.47861 2.36833 0.59326  -1.28
H -4.82922 0.32560 0.14854  0.54
H -2.80142 -0.62572 -1.37639  -0.25
H -2.90652 -0.64236 0.24616  0.06
H -5.88888 0.81950 -1.89684  0.60
H -4.79943 -0.51238 -2.26958  0.46
N 3.33814 -1.60160 2.81588  0.23
C 2.75230 -0.51674 3.44708  0.51
C 2.74650 -0.51617 4.85502  -1.09
C 2.21044 0.56355 5.51573  -1.24
C 1.68331 1.62307 4.77955  -0.82
C 1.74078 1.52532 3.40464  0.62
N 2.26472 0.49297 2.73788  0.93
C 3.32286 -2.02078 1.48023  0.41
C 4.18306 -3.06759 1.12908  -0.99
C 4.19624 -3.50041 -0.17992  -0.62
C 3.36233 -2.88824 -1.10718  -1.56
C 2.53803 -1.88025 -0.64970  -0.64
N 2.50238 -1.44332 0.61977  0.99
H 3.83900 -2.21838 3.43119  0.27
H 3.15357 -1.35886 5.40054  0.41
H 2.19528 0.58138 6.59865  0.42
H 1.24176 2.48983 5.25232  0.33
H 1.33007 2.30841 2.77541  -0.59
H 4.83473 -3.51238 1.87162  0.49
H 4.85970 -4.30362 -0.47550  0.41
H 3.33307 -3.17598 -2.14912  0.61
H 1.88750 -1.36547 -1.34970  0.85
C -0.93715 -13.77148 3.69948  -0.84
O -0.96487 -12.70540 4.62908  -0.47
C -0.90468 -11.44009 4.13298  1.02
C -0.81286 -11.13025 2.78034  -0.49
C -0.75858 -9.80274 2.38276  -0.81
C -0.79340 -8.77007 3.31136  0.24
C -0.88576 -9.09829 4.66446  -0.42
C -0.94056 -10.41460 5.07481  -0.79
C -0.73400 -7.38476 2.83317  0.25
N -0.66300 -7.03374 1.57291  -0.84
C -0.62728 -5.65928 1.57889  0.65
C -0.67328 -5.17886 2.86244  -0.05
N -0.74277 -6.29688 3.66497  -0.09
C -0.64045 -3.78927 3.18472  1.01
C -0.65617 -3.26242 4.48130  -1.20
C -0.61686 -1.90277 4.64900  -1.72
C -0.56856 -1.09101 3.51188  -0.39
N -0.54294 -1.55919 2.28100  1.23
C -0.57711 -2.89218 2.09798  -0.69
C -0.53163 -3.39045 0.72451  -0.80
N -0.43928 -2.47465 -0.26160  1.11
C -0.36682 -2.90363 -1.50771  -0.59
C -0.39380 -4.26073 -1.86612  -1.33
C -0.48068 -5.19702 -0.87562  -0.49
C -0.54808 -4.76522 0.46036  0.91
H -0.99801 -14.68429 4.28535  0.24
H -0.00839 -13.77274 3.12326  0.34
H -1.78745 -13.72384 3.01444  0.34
H -0.78331 -11.90594 2.02948  0.38
H -0.68786 -9.54972 1.33368  0.46
H -0.91697 -8.32489 5.42279  0.25
H -1.01294 -10.67360 6.12255  0.40
H -0.79804 -6.31418 4.66613  0.16
H -0.69942 -3.92205 5.34109  0.35
H -0.62696 -1.45114 5.63124  0.57
H -0.55677 -0.01761 3.61931  0.43
H -0.26758 -2.14822 -2.27224  0.07
H -0.35089 -4.51776 -2.91578  0.56
H -0.49913 -6.25834 -1.08725  0.55
O -2.81841 0.58512 2.97942  -0.81
C -2.27611 1.66561 2.81854  -1.79
N -2.62901 2.80663 3.50965  0.17
C -1.88798 3.96024 3.06974  2.11
C -0.99273 3.26398 1.99954  -1.82
O -0.18494 3.89785 1.32227  -0.20
N -1.24960 1.94694 1.92424  3.02
C -2.75803 5.02598 2.40402  0.06
C -2.14651 6.13710 1.82415  -0.13
C -2.90833 7.11091 1.20090  -0.95
C -4.29367 6.99960 1.16174  -0.55
C -4.90683 5.90510 1.74839  -0.88
C -4.14093 4.92056 2.36233  -0.12
C -1.07751 4.58085 4.20168  -0.39
C 0.30052 4.43973 4.30075  0.27
C 0.98928 4.97439 5.38291  -0.56
C 0.30690 5.65541 6.37850  -0.71
C -1.07014 5.81141 6.28068  -0.83
C -1.75274 5.28568 5.19603  -0.21
H -3.23336 2.76795 4.31043  0.36
H -1.06784 6.21852 1.84746  0.37
H -2.41952 7.96060 0.74127  0.45
H -4.88790 7.76201 0.67424  0.39
H -5.98508 5.80588 1.72141  0.44
H -4.62422 4.05429 2.79300  0.30
H 0.84969 3.93967 3.51399  -0.08
H 2.06522 4.86340 5.43665  0.50
H 0.84413 6.07442 7.21973  0.39
H -1.61145 6.35387 7.04558  0.41
H -2.82396 5.43336 5.11093  0.44
C 4.27837 3.39986 -1.92145  -1.04
N 3.22393 4.32067 -1.50223  0.15
C 3.68882 5.07203 -0.34624  -0.90
N 4.13102 4.23924 0.77410  0.14
C 5.15749 3.31984 0.28119  -1.04
N 4.74561 2.50970 -0.85698  0.24
C 3.69807 1.55771 -0.47293  -1.30
P 2.15278 2.36740 0.17697  2.14
C 1.98215 3.60177 -1.20634  -1.48
C 3.00633 3.51397 1.36931  -1.39
H 5.13116 3.99443 -2.26064  0.32
H 3.91353 2.79697 -2.75410  0.45
H 2.88694 5.72877 -0.00117  0.40
H 4.53766 5.68753 -0.65756  0.27
H 5.45994 2.65871 1.09730  0.39
H 6.02107 3.91871 -0.02163  0.29
H 4.08494 0.87702 0.29000  0.30
H 3.42390 0.95519 -1.34342  0.32
H 1.20429 4.31772 -0.92916  0.29
H 1.64569 3.06414 -2.09653  0.33
H 3.37029 2.93967 2.22502  0.45
H 2.26878 4.23560 1.73078  0.18

The calculation puts the HOMO energy at -0.146 Ha. The total charge is -1. Its orbital gap is 0.20048 Ha.

***

2.
The following is a DFT calculation (ωB97M-V/def2-TZVPD) of the ion C57H64N3O with charge +1 at a distorted geometry.

Last column: Mulliken charge in e.
Cartesian coordinates (Å):
C -3.22474 -5.77938 3.82877  -1.80
C -2.74478 -4.45662 3.31510  0.65
C -3.57158 -3.67220 2.51592  -1.24
C -3.18389 -2.40674 2.07334  1.66
C -4.18007 -1.68720 1.21468  -1.55
C -1.92531 -1.88042 2.45133  0.32
C -1.49352 -0.46287 2.04312  1.82
C -2.23290 0.59565 2.86144  -2.35
C -1.57428 -0.17753 0.52337  -1.36
C -0.98307 -1.33592 -0.35259  1.20
C -1.99394 -1.98158 -1.33838  0.02
C -2.02050 -3.40331 -1.41221  1.20
C -1.60107 -4.33713 -0.30664  -1.30
C -2.55319 -4.02383 -2.54264  -1.09
C -3.17415 -3.29090 -3.55464  0.68
C -3.69135 -3.95488 -4.79475  -1.58
C -3.35944 -1.92647 -3.34399  -1.13
C -2.95248 -1.29384 -2.15746  2.10
C -3.72901 -0.04099 -1.86622  -2.30
C -1.10752 -2.65011 3.31447  1.33
C 0.16145 -2.11080 3.91825  -0.78
C -1.49162 -3.94893 3.65862  -1.00
H -2.37936 -6.42829 4.07694  0.38
H -3.82761 -5.65072 4.73832  0.32
H -3.85567 -6.27938 3.08557  0.39
H -4.56087 -4.04517 2.24207  0.35
H -4.30673 -0.63113 1.46853  0.14
H -3.92974 -1.77493 0.14699  0.19
H -5.16189 -2.16695 1.31623  0.55
H -0.42352 -0.38933 2.27234  -1.09
H -1.90015 0.53925 3.90434  0.44
H -2.04171 1.60659 2.48429  0.51
H -3.31717 0.43393 2.85551  0.37
H -2.62184 0.00180 0.28219  0.52
H -1.02362 0.75830 0.32038  -0.07
H -0.94126 -2.10019 0.42082  -1.29
H -0.71587 -4.92794 -0.59430  0.38
H -1.39991 -3.83501 0.65253  -0.50
H -2.41529 -5.05170 -0.10082  0.62
H -2.51564 -5.11067 -2.60665  0.45
H -4.63541 -3.49601 -5.10863  0.38
H -2.99805 -3.88005 -5.64503  0.25
H -3.86702 -5.01700 -4.60357  0.40
H -3.91139 -1.34203 -4.08532  0.43
H -3.94530 0.46324 -2.81976  0.59
H -4.70945 -0.26303 -1.41025  0.29
H -3.23316 0.69321 -1.23453  0.20
H 0.63348 -2.88905 4.53401  0.51
H 0.89688 -1.82337 3.15317  -0.04
H -0.02387 -1.24502 4.57230  0.17
H -0.81118 -4.55292 4.26279  0.39
C 1.32112 3.29239 -6.12507  -1.64
C 1.25936 3.08573 -4.64005  0.14
C 0.10812 2.58128 -4.04341  -1.00
C 0.07458 2.28013 -2.67410  -0.16
C -1.19315 1.78994 -2.06274  -1.25
C 1.22272 2.40550 -1.88461  0.47
N 1.12383 2.20744 -0.45798  1.61
C 1.42625 1.09500 0.35498  -0.08
C 1.20280 -0.36491 0.32588  -1.56
C 0.41881 -1.25107 -0.75295  2.63
C 1.04922 -2.68307 -0.61036  -1.92
C 0.88762 -0.81283 -2.16051  0.73
C 2.22430 -0.43291 -2.26867  -0.05
C 2.82144 -0.21076 -3.50655  -0.85
C 2.07592 -0.36160 -4.66819  -0.76
C 0.74194 -0.76335 -4.58456  -1.21
C 0.15698 -1.01378 -3.34367  0.85
O 1.63990 -1.04678 1.26892  -0.70
N 1.84502 1.60791 1.54123  1.73
C 2.35760 1.01235 2.73979  0.27
C 3.49752 0.18335 2.71552  1.00
C 4.38695 0.03507 1.52575  -1.54
C 3.78910 -0.54266 3.86970  -0.88
C 3.04425 -0.38507 5.04172  0.53
C 3.33105 -1.25884 6.23055  -1.77
C 2.04646 0.58966 5.08006  -1.06
C 1.70560 1.33552 3.94284  1.09
C 0.62905 2.36159 4.03276  -1.79
N 1.73784 2.97847 1.55007  -1.65
C 1.31051 3.33617 0.37277  0.75
C 1.16082 4.74634 0.01661  0.17
C 1.89959 5.63340 0.83033  -0.78
C 1.93541 6.99593 0.54965  -0.78
C 1.18257 7.50828 -0.51723  -0.44
C 0.39217 6.64779 -1.29296  -0.93
C 0.36307 5.27915 -1.02459  0.23
C 2.37443 2.97749 -2.46326  1.23
C 3.62819 3.24466 -1.68506  -1.63
C 2.37078 3.30850 -3.82416  -0.96
H 1.93539 4.16541 -6.38195  0.42
H 1.76072 2.41833 -6.63314  0.23
H 0.31671 3.44247 -6.53875  0.40
H -0.79106 2.40943 -4.63900  0.38
H -1.54927 2.44803 -1.25607  0.34
H -1.97297 1.71285 -2.82677  0.88
H -1.03281 0.78169 -1.65283  0.09
H 2.14464 -2.61533 -0.69790  0.55
H 0.83492 -3.12495 0.38080  0.27
H 0.67654 -3.36310 -1.39570  0.38
H 2.82803 -0.33792 -1.35413  0.20
H 3.87337 0.08677 -3.53741  0.46
H 2.54487 -0.18581 -5.63998  0.50
H 0.13850 -0.87326 -5.48747  0.50
H -0.87920 -1.36218 -3.30141  0.05
H 5.40430 -0.20911 1.85655  0.64
H 4.06334 -0.79599 0.88715  0.17
H 4.44743 0.95032 0.92706  0.15
H 4.60424 -1.27146 3.85157  0.49
H 2.64462 -1.02898 7.05366  0.36
H 3.21877 -2.32297 5.97327  0.35
H 4.36179 -1.11638 6.58650  0.43
H 1.49973 0.76255 6.01266  0.35
H 0.42292 2.58491 5.08636  0.48
H 0.90641 3.29073 3.52931  0.27
H -0.31094 2.00489 3.59182  0.33
H 2.46653 5.21602 1.66707  0.40
H 2.55212 7.65385 1.16303  0.42
H 1.20915 8.57476 -0.74770  0.39
H -0.20436 7.04274 -2.11824  0.44
H -0.25916 4.60879 -1.61944  0.49
H 4.47198 3.28573 -2.38916  0.63
H 3.58259 4.21483 -1.16415  0.24
H 3.83439 2.45063 -0.95225  0.05
H 3.27532 3.73991 -4.26115  0.48

The calculation puts the HOMO energy at -0.380 Ha. The total charge is +1. The calculation puts the energy relative to the best compared isomer or geometry (same formula, charge and spin) at 0.0000 eV. Its orbital gap is 0.23042 Ha.